Entry 1:
{
  "formula": "C17H14ClN7O3",
  "method": "wB97M-V/def2-TZVPD",
  "homo_lumo_gap_ev": 9.0,
  "smiles": "Cc1cc(NC(=O)Cn2cnc3c(nnn3-c3ccc(C)c(Cl)c3)c2=O)no1",
  "elements": ["C", "C", "C", "C", "N", "O", "N", "C", "O", "C", "N", "C", "N", "C", "N", "N", "N", "C", "C", "O", "C", "C", "C", "C", "C", "C", "H", "H", "C", "H", "H", "H", "Cl", "H", "H", "H", "H", "H", "H", "H", "H", "H"],
  "xyz": [[-5.562, 5.675, 1.112], [-4.239, 5.292, 0.564], [-3.141, 4.711, 1.129], [-2.215, 4.633, 0.051], [-2.733, 5.126, -1.045], [-3.986, 5.536, -0.733], [-0.939, 4.122, 0.160], [-0.038, 4.002, -0.848], [-0.204, 4.307, -1.999], [1.297, 3.396, -0.349], [1.182, 1.964, -0.142], [1.541, 1.111, -1.130], [1.520, -0.177, -1.075], [1.088, -0.669, 0.107], [0.953, -1.949, 0.530], [0.476, -1.928, 1.793], [0.301, -0.740, 2.189], [0.664, 0.109, 1.195], [0.664, 1.538, 1.106], [0.291, 2.359, 1.921], [1.244, -3.150, -0.125], [1.052, -4.344, 0.561], [1.346, -5.536, -0.073], [1.830, -5.575, -1.382], [2.006, -4.363, -2.037], [1.721, -3.154, -1.430], [1.865, -2.223, -1.953], [2.378, -4.366, -3.051], [2.145, -6.876, -2.044], [2.515, -6.718, -3.053], [2.897, -7.417, -1.471], [1.255, -7.502, -2.086], [1.104, -7.012, 0.792], [0.680, -4.324, 1.572], [1.879, 1.561, -2.053], [2.061, 3.591, -1.102], [1.579, 3.855, 0.602], [-0.682, 3.749, 1.074], [-2.996, 4.384, 2.136], [-5.638, 5.362, 2.148], [-6.355, 5.208, 0.531], [-5.693, 6.754, 1.050]],
  "forces_ev_per_angstrom": [[0.1, 0.1, -0.3], [0.6, -0.4, 0.4], [-0.4, 0.3, -0.4], [-1.0, 0.4, -0.2], [1.3, -0.4, -0.5], [-0.9, 0.2, 0.6], [-0.2, 0.0, 0.3], [0.7, -0.2, 0.3], [0.0, 0.1, -0.3], [-0.2, 0.6, -0.2], [-0.1, -0.2, 0.3], [0.1, -0.2, -0.3], [0.1, -0.4, -0.3], [-0.3, 1.0, 0.9], [0.0, 1.4, -0.3], [-0.1, -1.1, 0.4], [-0.2, 0.7, 0.6], [0.4, -0.8, -1.1], [0.0, -0.2, 0.0], [0.0, 0.0, 0.3], [0.2, -1.0, -0.3], [0.0, 0.1, 0.0], [0.1, 0.4, -0.2], [0.0, 0.0, 0.1], [-0.1, -0.1, 0.2], [-0.1, 0.1, 0.1], [0.0, 0.0, 0.0], [0.0, 0.0, -0.1], [0.0, 0.0, 0.0], [0.0, 0.0, -0.1], [0.0, -0.1, 0.0], [0.0, -0.1, 0.0], [0.0, -0.2, 0.1], [0.0, -0.1, 0.0], [0.0, 0.2, 0.0], [-0.1, 0.0, 0.1], [0.1, -0.1, -0.2], [0.1, 0.1, -0.3], [-0.1, -0.1, 0.3], [0.0, 0.0, 0.0], [-0.1, 0.0, 0.0], [0.0, 0.1, 0.0]],
  "nbo_charge": [-0.66, 0.34, -0.39, 0.29, -0.14, -0.27, -0.63, 0.67, -0.55, -0.31, -0.41, 0.33, -0.49, 0.32, -0.20, -0.02, -0.16, -0.10, 0.66, -0.62, 0.20, -0.25, -0.02, -0.04, -0.19, -0.24, 0.25, 0.22, -0.63, 0.22, 0.23, 0.23, 0.01, 0.26, 0.21, 0.24, 0.24, 0.45, 0.23, 0.23, 0.24, 0.24]
}


Entry 2:
{
  "formula": "C17H14MoN7S2",
  "method": "wB97M-V/def2-TZVPD",
  "s_squared": 2.031,
  "relative_energy_ev": 0.1638,
  "homo_lumo_gap_ev": [5.9, 6.2],
  "spin_multiplicity": 3,
  "charge": 3,
  "elements": ["Mo", "N", "C", "S", "N", "N", "C", "C", "C", "C", "C", "C", "N", "H", "H", "H", "H", "H", "H", "H", "N", "C", "C", "C", "C", "C", "C", "N", "C", "C", "C", "S", "C", "N", "H", "H", "H", "H", "H", "H", "H"],
  "xyz": [[0.548, 0.493, 0.442], [3.412, 0.240, 3.873], [2.826, 0.422, 2.706], [1.030, 0.478, 2.704], [3.502, 0.603, 1.612], [2.715, 0.785, 0.526], [3.306, 1.092, -0.578], [2.439, 1.333, -1.721], [2.889, 1.671, -2.975], [1.956, 1.888, -3.988], [0.603, 1.758, -3.706], [0.214, 1.428, -2.424], [1.110, 1.214, -1.438], [2.891, 0.140, 4.730], [4.423, 0.226, 3.925], [4.385, 1.184, -0.618], [3.952, 1.760, -3.156], [2.284, 2.156, -4.985], [-0.146, 1.914, -4.469], [-0.833, 1.319, -2.174], [-3.266, -1.029, 0.548], [-2.674, -2.305, 0.545], [-3.230, -3.575, 0.574], [-2.336, -4.627, 0.570], [-0.947, -4.422, 0.539], [-0.402, -3.152, 0.509], [-1.299, -2.093, 0.510], [-1.093, -0.693, 0.490], [-2.322, -0.115, 0.522], [-2.347, 1.336, 0.537], [-3.322, 2.269, 0.633], [-2.637, 3.833, 0.681], [-1.085, 3.187, 0.545], [-1.064, 1.871, 0.479], [-4.262, -0.851, 0.573], [-4.300, -3.737, 0.602], [-2.714, -5.640, 0.594], [-0.292, -5.282, 0.541], [0.669, -3.001, 0.494], [-4.390, 2.122, 0.695], [-0.194, 3.799, 0.532]],
  "forces_ev_per_angstrom": [[-0.3, -0.1, 0.9], [0.0, 0.0, 0.0], [-0.1, 0.0, 0.0], [0.0, 0.1, -0.4], [0.0, 0.0, 0.1], [0.1, -0.1, 0.0], [-0.1, 0.0, -0.1], [0.0, 0.0, 0.1], [0.1, 0.0, -0.1], [0.0, 0.0, 0.0], [0.1, 0.0, -0.1], [0.1, 0.0, 0.1], [0.1, 0.2, -0.5], [0.0, 0.0, 0.0], [0.0, 0.0, 0.0], [0.0, 0.0, 0.0], [0.0, 0.0, 0.0], [0.0, 0.0, 0.0], [0.0, 0.0, 0.0], [0.0, 0.0, 0.0], [-0.2, -0.1, 0.0], [0.0, 0.0, 0.0], [-0.1, 0.0, 0.0], [0.0, 0.0, 0.0], [0.0, 0.0, 0.0], [0.0, 0.1, 0.0], [0.0, 0.2, 0.0], [0.2, -0.2, -0.2], [0.2, 0.0, 0.0], [0.1, -0.1, 0.0], [-0.1, 0.0, 0.1], [0.0, 0.1, -0.1], [-0.1, 0.0, 0.1], [0.0, -0.1, 0.0], [0.0, 0.0, 0.0], [0.0, 0.0, 0.0], [0.0, 0.0, 0.0], [0.0, 0.0, 0.0], [0.0, 0.0, 0.0], [0.0, 0.0, 0.0], [0.0, 0.0, 0.0]],
  "nbo_charge": [1.41, -0.71, 0.34, 0.11, -0.34, -0.31, 0.14, 0.15, -0.17, -0.05, -0.21, 0.09, -0.53, 0.44, 0.45, 0.27, 0.28, 0.28, 0.28, 0.22, -0.42, 0.09, -0.18, -0.15, -0.14, -0.24, 0.16, -0.57, 0.44, 0.04, -0.34, 0.71, -0.11, -0.49, 0.47, 0.26, 0.26, 0.26, 0.23, 0.30, 0.28]
}


Entry 3:
{
  "formula": "C17H14N6O2RuS2",
  "method": "wB97M-V/def2-TZVPD",
  "s_squared": 6.054,
  "relative_energy_ev": 0.0626,
  "homo_lumo_gap_ev": [7.0, 5.0],
  "spin_multiplicity": 5,
  "charge": 2,
  "elements": ["Ru", "S", "C", "S", "C", "C", "N", "C", "N", "C", "C", "N", "C", "C", "C", "C", "C", "C", "C", "C", "N", "C", "N", "H", "H", "H", "H", "H", "H", "H", "H", "H", "N", "C", "C", "O", "O", "H", "H", "H", "H", "H"],
  "xyz": [[-0.009, -1.338, -0.469], [-2.221, -1.276, 0.788], [-2.521, -2.608, -0.178], [-1.296, -3.044, -1.311], [-3.750, -3.343, -0.096], [-4.737, -2.987, 0.845], [-5.545, -2.693, 1.613], [-3.967, -4.446, -0.949], [-4.133, -5.357, -1.637], [-1.616, 0.985, -3.699], [-1.319, -0.127, -2.950], [-0.353, -0.079, -2.004], [0.319, 1.065, -1.788], [0.006, 2.247, -2.431], [-0.959, 2.181, -3.432], [0.672, 3.513, -2.094], [1.034, 3.963, -0.895], [0.831, 3.385, 0.450], [1.340, 4.064, 1.547], [1.141, 3.505, 2.798], [0.463, 2.370, 2.967], [-0.011, 1.823, 1.856], [0.141, 2.244, 0.606], [-2.370, 0.921, -4.470], [-1.829, -1.069, -3.088], [1.127, 1.027, -1.068], [-1.209, 3.072, -3.994], [0.855, 4.167, -2.940], [1.510, 4.936, -0.880], [1.879, 4.993, 1.432], [1.531, 3.978, 3.691], [-0.593, 0.914, 1.988], [2.707, -3.609, 2.655], [3.063, -2.308, 1.987], [1.915, -1.875, 1.112], [1.975, -0.804, 0.485], [0.898, -2.634, 1.011], [3.409, -4.336, 2.489], [1.801, -3.927, 2.270], [2.602, -3.506, 3.668], [3.955, -2.439, 1.378], [3.266, -1.548, 2.738]],
  "forces_ev_per_angstrom": [[0.2, -0.3, 0.0], [0.0, 0.1, 0.2], [0.0, 0.0, 0.0], [0.0, 0.1, 0.0], [0.0, 0.0, -0.1], [0.0, 0.0, -0.1], [0.0, 0.0, 0.1], [-0.1, 0.0, 0.1], [0.1, 0.0, -0.1], [0.0, -0.1, 0.0], [0.0, 0.1, 0.0], [0.1, 0.2, 0.0], [0.1, -0.2, 0.0], [-0.1, 0.0, -0.2], [0.0, 0.1, 0.0], [0.0, 0.0, -0.2], [0.0, 0.1, 0.2], [0.0, 0.0, -0.2], [0.0, 0.0, 0.1], [-0.1, -0.1, 0.1], [0.1, 0.1, -0.1], [0.0, -0.1, 0.0], [0.0, 0.1, 0.5], [0.0, 0.0, 0.0], [0.0, 0.0, 0.0], [0.0, -0.1, -0.1], [0.0, 0.0, 0.0], [0.0, 0.0, 0.0], [0.0, 0.0, 0.0], [0.0, 0.0, 0.0], [0.0, 0.0, 0.0], [0.0, 0.0, 0.0], [0.0, 0.0, 0.1], [0.1, 0.0, 0.1], [-0.2, 0.0, 0.0], [-0.2, 0.1, -0.3], [0.1, 0.0, 0.0], [-0.1, 0.0, 0.0], [0.1, 0.0, 0.0], [0.0, 0.0, -0.1], [0.0, 0.0, 0.0], [0.0, 0.0, 0.0]],
  "nbo_charge": [1.10, 0.18, -0.32, 0.19, -0.12, 0.20, -0.09, 0.20, -0.10, -0.23, 0.06, -0.48, 0.10, -0.08, -0.07, -0.18, -0.17, 0.18, -0.25, 0.10, -0.43, 0.26, -0.50, 0.26, 0.23, 0.24, 0.25, 0.24, 0.24, 0.24, 0.22, 0.16, -0.68, -0.34, 0.77, -0.64, -0.70, 0.46, 0.47, 0.46, 0.28, 0.28]
}


Entry 4:
{
  "formula": "C17H14N8O4",
  "method": "wB97M-V/def2-TZVPD",
  "homo_lumo_gap_ev": 7.2,
  "elements": ["C", "H", "O", "C", "C", "C", "C", "C", "C", "H", "C", "C", "N", "N", "N", "C", "N", "O", "N", "C", "N", "H", "H", "C", "O", "N", "N", "C", "C", "C", "O", "C", "C", "H", "H", "H", "H", "H", "H", "H", "H", "H", "H"],
  "xyz": [[-1.781, -2.083, -1.990], [-2.073, -1.206, -1.572], [-1.022, -2.855, -1.196], [-0.083, -2.497, -0.477], [0.429, -3.507, 0.353], [1.393, -3.005, 1.357], [1.888, -1.771, 1.347], [1.437, -0.764, 0.098], [0.349, -1.170, -0.691], [0.067, -0.559, -1.353], [1.859, 0.787, 0.106], [1.060, 1.845, -0.185], [2.033, 2.616, -0.270], [3.225, 2.476, -0.008], [3.193, 1.030, -0.027], [4.337, 0.349, 0.255], [4.617, -1.072, 0.183], [5.859, -1.175, 0.197], [6.700, 0.148, 0.037], [5.685, 1.060, 0.228], [5.922, 2.322, 0.067], [6.792, 2.731, 0.152], [5.180, 3.061, 0.054], [-0.371, 1.921, -0.057], [-0.837, 2.643, -1.380], [-0.891, 1.206, 0.741], [-2.282, 0.706, 0.871], [-3.150, 1.534, 0.070], [-4.640, 0.945, 0.396], [-5.058, 0.065, 1.270], [-6.404, 0.120, 0.999], [-6.797, 0.799, -0.090], [-5.644, 1.488, -0.455], [-5.669, 2.023, -1.305], [-7.838, 0.804, -0.215], [-4.582, -0.277, 2.003], [-2.963, 2.075, -0.881], [-0.431, 0.731, 1.727], [2.757, -1.278, 1.846], [1.738, -3.464, 2.139], [0.060, -4.393, 0.760], [-1.307, -1.704, -2.649], [-2.757, -2.703, -2.455]],
  "forces_ev_per_angstrom": [[-8.2, -5.7, 3.9], [-1.9, 2.4, 2.4], [-4.9, -4.9, -2.4], [3.2, 0.0, 2.0], [2.9, 4.3, 3.0], [-2.4, 2.1, -5.0], [0.5, 6.1, -4.8], [-0.4, -0.7, 3.6], [6.2, -3.8, 7.5], [-2.8, 4.3, -5.3], [0.1, -10.1, -1.0], [1.0, -4.2, 2.0], [0.2, 14.2, -0.5], [-0.6, -2.8, -2.2], [-1.5, 0.6, 2.5], [4.3, -4.0, -0.4], [-3.0, 6.4, 0.4], [4.4, 0.6, -0.5], [-4.5, -0.5, 1.7], [0.0, -5.6, -1.6], [-2.6, 4.0, 0.0], [2.3, 0.1, 0.1], [0.6, -1.7, 0.1], [2.6, 7.8, -12.8], [0.8, -3.5, 6.6], [-4.8, -7.5, 9.9], [-1.6, 6.3, -4.2], [-0.4, -7.3, 4.1], [6.1, 5.1, -4.6], [-5.7, 4.3, -6.6], [-2.1, -3.9, 2.8], [4.2, 1.3, 1.8], [-2.8, -3.4, 1.9], [0.9, 2.2, -2.6], [-1.0, 0.1, -0.6], [2.8, -3.6, 6.2], [0.6, 0.3, 1.2], [-0.8, 1.9, -4.1], [-1.1, -1.2, 0.3], [1.5, -3.9, 4.1], [-1.4, -1.5, -0.9], [6.3, 3.8, -9.5], [2.8, 1.6, 1.5]],
  "nbo_charge": [-0.20, 0.17, -0.46, 0.36, -0.31, -0.18, -0.25, 0.03, -0.33, 0.21, 0.19, 0.01, -0.17, -0.07, -0.26, 0.15, 0.03, -0.15, -0.19, 0.31, -0.78, 0.40, 0.44, 0.56, -0.73, -0.40, -0.29, 0.13, -0.13, 0.10, -0.40, 0.13, -0.31, 0.22, 0.21, 0.20, 0.28, 0.46, 0.23, 0.20, 0.23, 0.15, 0.18]
}


Entry 5:
{
  "formula": "C17H15AuN2PTe4",
  "method": "wB97M-V/def2-TZVPD",
  "s_squared": 2.018,
  "relative_energy_ev": 0.0000,
  "homo_lumo_gap_ev": [6.5, 5.4],
  "spin_multiplicity": 3,
  "charge": 1,
  "elements": ["Au", "N", "P", "C", "C", "C", "C", "C", "C", "C", "C", "C", "C", "C", "C", "C", "C", "C", "C", "C", "N", "H", "H", "H", "H", "H", "H", "H", "H", "H", "H", "H", "H", "H", "H", "H", "Te", "Te", "Te", "Te"],
  "xyz": [[0.879, 1.229, 1.818], [-0.908, -1.072, 0.517], [0.131, 0.112, -0.098], [-0.832, 1.034, -1.304], [-0.890, 0.659, -2.645], [-1.701, 1.364, -3.523], [-2.454, 2.436, -3.066], [-2.402, 2.811, -1.730], [-1.590, 2.114, -0.851], [1.410, -0.763, -1.006], [2.275, -0.016, -1.807], [3.315, -0.646, -2.469], [3.501, -2.016, -2.330], [2.650, -2.757, -1.525], [1.605, -2.133, -0.856], [-1.387, -1.112, 1.825], [-2.372, -2.039, 2.175], [-2.825, -2.056, 3.474], [-2.300, -1.159, 4.401], [-1.332, -0.285, 3.968], [-0.878, -0.257, 2.706], [-1.400, -1.668, -0.134], [-0.299, -0.173, -3.007], [-1.742, 1.076, -4.565], [-3.083, 2.984, -3.755], [-2.988, 3.649, -1.377], [-1.543, 2.409, 0.193], [2.134, 1.054, -1.913], [3.982, -0.068, -3.095], [4.314, -2.505, -2.850], [2.798, -3.823, -1.414], [0.952, -2.711, -0.216], [-2.764, -2.724, 1.435], [-3.589, -2.764, 3.768], [-2.636, -1.142, 5.427], [-0.890, 0.436, 4.645], [2.314, 1.302, 4.110], [4.493, 2.634, 3.572], [4.317, 3.053, 0.887], [1.736, 3.534, 0.613]],
  "forces_ev_per_angstrom": [[0.2, 0.0, 0.1], [0.0, -0.1, 0.0], [-0.1, 0.1, 0.0], [0.0, 0.0, -0.1], [0.0, 0.0, 0.0], [0.0, 0.0, 0.0], [0.0, 0.0, 0.0], [0.0, 0.0, 0.0], [0.0, 0.0, 0.0], [0.0, -0.1, 0.0], [0.0, 0.0, 0.0], [0.0, 0.0, 0.0], [0.0, 0.0, 0.0], [0.0, 0.0, 0.0], [0.0, 0.0, 0.0], [0.0, 0.0, 0.0], [0.0, 0.0, 0.0], [0.0, 0.0, 0.0], [0.0, 0.0, 0.0], [0.0, 0.0, 0.0], [-0.1, 0.0, 0.1], [0.0, 0.0, 0.0], [0.0, 0.0, 0.0], [0.0, 0.0, 0.0], [0.0, 0.0, 0.0], [0.0, 0.0, 0.0], [0.0, 0.0, 0.0], [0.0, 0.0, 0.0], [0.0, 0.0, 0.0], [0.0, 0.0, 0.0], [0.0, 0.0, 0.0], [0.0, 0.0, 0.0], [0.0, 0.0, 0.0], [0.0, 0.0, 0.0], [0.0, 0.0, 0.0], [0.0, 0.0, 0.0], [0.0, 0.0, 0.0], [0.0, 0.0, 0.0], [0.0, 0.0, 0.0], [0.0, 0.0, 0.0]],
  "nbo_charge": [0.55, -0.92, 1.12, -0.34, -0.21, -0.20, -0.17, -0.19, -0.22, -0.33, -0.22, -0.20, -0.18, -0.20, -0.21, 0.39, -0.28, -0.12, -0.28, 0.07, -0.55, 0.42, 0.23, 0.23, 0.23, 0.23, 0.22, 0.23, 0.23, 0.23, 0.23, 0.22, 0.23, 0.24, 0.24, 0.20, -0.09, 0.21, 0.08, -0.12]
}


Entry 6:
{
  "formula": "C17H15CaN2O8S",
  "method": "wB97M-V/def2-TZVPD",
  "relative_energy_ev": 0.9333,
  "homo_lumo_gap_ev": 6.3,
  "charge": -1,
  "elements": ["Ca", "N", "C", "C", "C", "O", "O", "H", "H", "H", "H", "H", "H", "O", "C", "O", "C", "C", "C", "C", "S", "C", "C", "H", "H", "H", "H", "H", "O", "C", "O", "C", "C", "C", "C", "C", "C", "N", "O", "O", "H", "H", "H", "H"],
  "xyz": [[-1.373, 1.681, -0.774], [-1.561, 1.351, 1.913], [-1.669, 2.650, 2.613], [-0.710, 3.648, 1.971], [-0.950, 3.604, 0.477], [-2.150, 3.643, 0.065], [0.019, 3.334, -0.297], [-2.366, 0.765, 2.091], [-0.718, 0.844, 2.153], [-1.478, 2.584, 3.685], [-2.684, 3.013, 2.473], [0.329, 3.379, 2.157], [-0.896, 4.653, 2.357], [6.843, 2.308, -1.349], [6.465, 1.005, -1.195], [7.320, 0.161, -1.207], [5.018, 0.760, -0.952], [4.630, -0.439, -0.358], [3.301, -0.696, -0.078], [2.280, 0.227, -0.392], [0.611, -0.118, -0.001], [2.687, 1.417, -1.023], [4.022, 1.674, -1.284], [6.069, 2.867, -1.207], [5.399, -1.163, -0.115], [3.013, -1.628, 0.395], [1.942, 2.151, -1.285], [4.265, 2.602, -1.794], [-3.318, 0.612, -0.480], [-2.752, -0.283, -1.184], [-1.921, -0.027, -2.096], [-3.078, -1.719, -0.861], [-4.404, -2.085, -0.668], [-4.736, -3.394, -0.349], [-3.738, -4.344, -0.198], [-2.428, -3.947, -0.377], [-2.066, -2.658, -0.711], [-1.357, -4.968, -0.200], [-0.234, -4.571, 0.000], [-1.701, -6.136, -0.143], [-5.175, -1.328, -0.766], [-5.772, -3.677, -0.211], [-3.955, -5.372, 0.055], [-1.025, -2.382, -0.850]],
  "forces_ev_per_angstrom": [[0.6, -0.5, -0.3], [0.0, 0.6, 0.1], [0.1, -0.3, -0.2], [0.0, 0.1, 0.1], [0.0, 1.1, -0.1], [0.6, 0.4, 0.3], [-0.1, 0.7, 0.6], [0.0, 0.0, 0.0], [0.1, 0.0, 0.0], [0.0, -0.1, 0.1], [-0.1, 0.0, 0.0], [0.0, 0.0, 0.0], [0.0, 0.0, 0.0], [-0.2, 0.0, -0.1], [-0.1, 0.1, 0.3], [0.0, -0.2, -0.1], [0.2, 0.0, -0.1], [-0.1, -0.2, 0.1], [-0.1, 0.0, 0.0], [0.1, -0.1, 0.0], [0.6, -0.3, 0.0], [0.0, 0.0, 0.0], [-0.2, 0.1, 0.0], [0.1, 0.0, 0.0], [-0.1, 0.0, 0.0], [0.0, 0.0, 0.0], [-0.1, 0.1, 0.0], [0.0, 0.0, 0.0], [-0.2, -1.0, -0.4], [-0.7, -0.1, -0.3], [-0.6, -0.7, 0.0], [0.0, 0.1, 0.0], [-0.1, 0.0, 0.1], [0.0, 0.0, 0.0], [-0.2, -0.1, 0.0], [0.3, -0.2, -0.2], [0.1, 0.1, -0.2], [-0.5, 0.3, 0.9], [0.2, 0.0, -0.3], [0.0, -0.1, -0.3], [0.1, 0.0, 0.0], [0.0, 0.0, 0.0], [0.0, 0.0, 0.0], [-0.1, 0.0, 0.0]],
  "nbo_charge": [1.75, -0.89, -0.21, -0.52, 0.72, -0.79, -0.80, 0.38, 0.39, 0.17, 0.21, 0.22, 0.22, -0.69, 0.78, -0.59, -0.28, -0.15, -0.25, -0.10, -0.55, -0.28, -0.13, 0.48, 0.22, 0.22, 0.23, 0.18, -0.78, 0.72, -0.77, -0.12, -0.15, -0.22, -0.23, 0.09, -0.19, 0.52, -0.35, -0.41, 0.23, 0.21, 0.24, 0.29]
}


Number 4 is which compound?
C17H14N8O4